{
  "formula": "C5F15HfO15S5",
  "method": "ωB97M-V with the def2-TZVPD basis set",
  "homo_lumo_gap_ev": 10.568,
  "max_force_ev_per_a": 4.91,
  "e_tot_ev": -132147.79054,
  "e_above_lowest_kj_mol": 383.9,
  "homo_energy_ev": -7.895,
  "charge": -1,
  "symbols": ["Hf", "C", "F", "F", "F", "S", "O", "O", "O", "C", "F", "F", "F", "S", "O", "O", "O", "C", "F", "F", "F", "S", "O", "O", "O", "C", "F", "F", "F", "S", "O", "O", "O", "C", "F", "F", "F", "S", "O", "O", "O"],
  "coordinates": [[-0.13, 0.31, -0.08], [-3.26, -1.17, -3.09], [-2.91, -0.93, -4.40], [-4.57, -1.11, -2.96], [-2.78, -2.36, -2.70], [-2.57, 0.31, -2.00], [-2.39, -0.10, -0.61], [-1.15, 0.49, -2.27], [-3.40, 1.47, -2.20], [-1.73, 2.47, 3.37], [-2.26, 1.26, 3.46], [-2.68, 3.41, 3.33], [-1.05, 2.77, 4.51], [-0.69, 2.65, 1.77], [-1.49, 2.00, 0.69], [-0.28, 4.05, 1.63], [0.44, 1.68, 1.73], [3.05, 1.93, -2.66], [2.32, 1.14, -3.39], [4.20, 1.27, -2.45], [3.18, 3.12, -3.17], [2.17, 2.27, -0.96], [2.69, 3.50, -0.29], [0.69, 2.22, -1.05], [2.17, 1.09, -0.12], [1.79, -3.66, -1.13], [1.33, -4.82, -1.71], [1.94, -3.78, 0.22], [3.01, -3.37, -1.55], [0.62, -2.22, -1.71], [-0.42, -1.97, -0.72], [1.26, -0.91, -1.51], [0.19, -2.43, -3.10], [0.57, -1.07, 4.09], [-0.53, -1.38, 4.77], [0.82, 0.22, 4.18], [1.59, -1.85, 4.57], [0.17, -1.62, 2.24], [-0.01, -3.10, 2.13], [-0.96, -0.77, 1.83], [1.10, -1.02, 1.30]]
}

{
  "formula": "C5H10",
  "method": "ωB97M-V with the def2-TZVPD basis set",
  "homo_lumo_gap_ev": 10.295,
  "max_force_ev_per_a": 3.56,
  "e_tot_ev": -5344.15387,
  "e_above_lowest_kj_mol": 300.3,
  "homo_energy_ev": -9.263,
  "smiles": "C=CC.C=C",
  "charge": 0,
  "symbols": ["C", "C", "H", "H", "H", "H", "C", "C", "C", "H", "H", "H", "H", "H", "H"],
  "coordinates": [[1.72, 3.00, -0.45], [2.90, 2.33, -0.35], [1.60, 3.95, 0.02], [0.86, 2.49, -0.83], [3.64, 2.39, 0.49], [3.20, 1.40, -0.85], [-1.55, -2.65, -0.40], [-1.56, -1.21, -0.01], [-1.76, -0.75, 1.28], [-1.98, -3.34, 0.42], [-2.15, -2.91, -1.29], [-0.57, -2.96, -0.74], [-1.17, -0.63, -0.87], [-1.70, 0.32, 1.49], [-1.49, -1.44, 2.09]]
}

{
  "formula": "C5H10",
  "method": "ωB97M-V with the def2-TZVPD basis set",
  "homo_lumo_gap_ev": 6.708,
  "max_force_ev_per_a": 5.31,
  "e_tot_ev": -5338.32349,
  "e_above_lowest_kj_mol": 862.8,
  "homo_energy_ev": -7.383,
  "charge": 0,
  "symbols": ["C", "C", "C", "C", "C", "H", "H", "H", "H", "H", "H", "H", "H", "H", "H"],
  "coordinates": [[-1.42, 0.71, 0.62], [-1.15, -0.50, -0.11], [0.17, 0.23, 0.47], [1.29, -0.27, -0.33], [2.65, 0.39, -0.11], [-4.36, -0.37, 0.11], [-3.97, -0.36, -0.52], [-1.91, 1.61, 0.23], [-1.00, -0.42, -1.17], [-1.11, -1.51, 0.22], [0.45, 0.63, 1.43], [1.41, -1.35, -0.48], [3.04, -0.48, -0.59], [2.79, 1.31, -0.63], [3.12, 0.39, 0.86]]
}

| no. | lowest unoccupied orbital energy (hartree) |
| --- | --- |
| 1 | 0.098 |
| 2 | 0.038 |
| 3 | -0.025 |